Record 1
Density functional theory data (the ωB97M-V functional and the def2-TZVPD basis) for a 2-piece molecular cluster, C4H15N2O overall at a distorted geometry.

## Properties
- ΔE to the lowest compared entry with this formula, charge and spin: 18.2 kcal per mole
- Charge: +1
- Spin multiplicity: 1
- HOMO-LUMO gap: 9.22 eV
- Maximum force: 2.173 eV/Å

XYZ file:
```
22
Properties=species:S:1:pos:R:3:forces:R:3
C 1.233 -0.413 -0.777 -0.115 -0.186 0.393
C 0.124 0.614 -0.635 0.308 -0.588 0.330
C -1.098 0.174 0.170 -0.353 -0.057 -1.008
C -1.920 -0.895 -0.582 -0.176 0.078 1.417
N -2.245 -0.484 -1.921 0.738 -0.173 -0.251
N 1.835 -0.739 0.602 0.319 1.126 -1.831
H 0.882 -1.350 -1.196 -0.100 -0.078 -0.030
H 2.020 -0.036 -1.415 0.343 0.047 0.048
H -0.144 0.797 -1.653 -0.618 0.154 -0.687
H 0.495 1.564 -0.283 0.415 0.254 0.347
H -0.871 -0.148 1.190 0.003 0.049 -0.015
H -1.738 1.046 0.232 -0.115 0.307 0.364
H -2.809 -1.128 0.020 0.029 0.141 0.079
H -1.356 -1.821 -0.536 0.156 -0.325 -0.640
H -2.951 0.235 -1.947 -0.197 -0.080 -0.020
H -2.511 -1.274 -2.484 -0.261 0.064 -0.199
H 1.131 -1.259 1.111 0.288 -0.021 0.612
H 2.025 0.197 0.979 -0.401 -0.106 1.103
H 2.747 -1.188 0.521 -0.334 -0.549 0.131
H 1.376 2.410 2.211 0.160 0.094 0.527
H 1.954 1.437 3.334 -0.010 0.515 0.168
O 1.589 1.503 2.450 -0.080 -0.667 -0.836
```
Forces are in eV/Å.



Record 2
Density functional theory data (the ωB97M-V functional and the def2-TZVPD basis) for a 2-piece molecular cluster, C4H15N2O overall at a distorted geometry.

## Properties
- ΔE to the lowest compared entry with this formula, charge and spin: 27.8 kcal per mole
- Charge: +1
- Spin multiplicity: 1
- HOMO-LUMO gap: 9.37 eV
- Maximum force: 2.151 eV/Å

XYZ file:
```
22
Properties=species:S:1:pos:R:3:forces:R:3
C -0.294 0.430 1.494 -1.201 0.044 -1.099
C 0.489 0.943 0.287 1.206 -0.286 0.340
C 0.414 0.160 -1.027 -0.087 -0.073 1.025
C 1.283 0.800 -2.085 -0.814 0.581 -1.905
N 0.385 1.375 -3.163 0.788 -0.220 0.631
N -1.524 -0.420 1.030 0.965 0.326 1.166
H 0.301 -0.196 2.140 -0.059 -0.270 0.090
H -0.780 1.215 2.064 0.432 0.219 0.175
H 1.528 0.806 0.591 0.162 0.216 0.061
H 0.423 2.013 0.131 -0.614 0.175 -0.064
H 0.726 -0.864 -0.825 0.130 -0.211 -0.006
H -0.588 0.103 -1.439 -0.259 0.168 -0.216
H 1.930 0.056 -2.533 0.230 -0.153 -0.017
H 1.917 1.623 -1.757 0.027 -0.241 0.561
H 0.592 0.942 -4.057 -0.070 0.106 0.101
H 0.614 2.357 -3.253 -0.163 -0.015 -0.242
H -1.562 -0.528 0.019 0.102 -0.211 -0.044
H -2.342 0.075 1.348 -0.557 -0.039 -0.112
H -1.458 -1.312 1.539 -0.028 -0.252 -0.398
H -1.053 -2.673 3.552 0.151 -0.253 0.157
H 0.192 -3.284 2.840 -0.448 0.338 0.018
O -0.483 -2.585 2.782 0.104 0.051 -0.220
```
Forces are in eV/Å.



Record 3
Density functional theory data (the ωB97M-V functional and the def2-TZVPD basis) for a 2-piece molecular cluster, C4H15N2O overall at a distorted geometry.

## Properties
- ΔE to the lowest compared entry with this formula, charge and spin: 34.9 kcal per mole
- Charge: +1
- Spin multiplicity: 1
- HOMO-LUMO gap: 10.61 eV
- Maximum force: 3.010 eV/Å

XYZ file:
```
22
Properties=species:S:1:pos:R:3:forces:R:3
C 0.501 -0.894 -1.289 -0.852 -0.801 -1.099
N 1.162 0.350 -0.927 -0.926 -0.888 0.394
C 2.551 0.225 -0.527 0.042 1.136 0.733
C -0.589 -1.371 -0.262 1.994 0.658 1.151
N -1.072 -0.126 0.457 -2.204 -2.025 -0.323
C -2.097 0.559 -0.391 -0.119 1.512 1.313
H -0.081 -0.808 -2.249 0.980 0.135 0.645
H 1.214 -1.749 -1.386 -0.454 0.762 -0.149
H 1.039 1.065 -1.627 0.105 -0.056 -0.110
H 3.214 0.037 -1.378 0.190 0.494 0.296
H 2.723 1.113 0.118 0.772 -0.147 -1.055
H 2.716 -0.547 0.197 -0.339 -0.922 0.183
H -1.333 -1.911 -0.812 -0.741 -0.077 0.217
H -0.117 -2.000 0.506 -0.304 0.067 -0.235
H -0.196 0.418 0.523 -0.232 0.387 0.184
H -1.547 -0.300 1.377 1.412 0.051 -0.894
H -2.677 -0.083 -1.001 0.201 -1.058 -0.867
H -2.904 0.985 0.247 1.061 0.346 -0.203
H -1.518 1.292 -0.937 -0.609 0.342 -0.376
H 0.323 1.611 2.823 -0.026 0.109 0.391
H -0.830 1.048 3.717 0.269 0.222 0.103
O -0.481 1.086 2.822 -0.220 -0.250 -0.299
```
Forces are in eV/Å.



Record 4
Density functional theory data (the ωB97M-V functional and the def2-TZVPD basis) for a 2-piece molecular cluster, C4H15N2O overall at a distorted geometry.

## Properties
- ΔE to the lowest compared entry with this formula, charge and spin: 69.4 kcal per mole
- Charge: +1
- Spin multiplicity: 1
- HOMO-LUMO gap: 10.44 eV
- Maximum force: 5.495 eV/Å

XYZ file:
```
22
Properties=species:S:1:pos:R:3:forces:R:3
C -0.609 1.210 -1.420 0.453 -0.751 5.425
N -1.047 2.169 -0.268 0.248 -0.403 -1.417
C 0.765 0.529 -0.878 -0.751 2.440 1.692
N 0.596 -0.754 -0.092 -3.236 1.279 -0.626
C -0.110 -0.358 1.232 1.376 1.198 2.150
C 1.767 0.399 -1.928 -2.216 -2.071 -4.580
H -0.320 1.800 -2.223 -0.027 0.353 -2.018
H -1.371 0.396 -1.492 0.398 0.980 -0.684
H -0.388 2.995 -0.277 -1.499 -1.047 -0.114
H -2.048 2.442 -0.380 1.427 0.073 -0.011
H 1.127 1.129 -0.003 -0.142 0.292 -1.344
H 1.512 -1.198 -0.069 -0.203 -0.248 0.688
H -0.084 -1.333 -0.623 0.839 -0.150 0.425
H 0.414 -0.937 2.018 -0.249 0.587 -0.306
H -1.143 -0.631 1.346 -0.425 -0.623 -0.963
H -0.155 0.825 1.478 0.729 -2.924 -1.127
H 2.667 0.892 -1.965 1.923 1.458 0.721
H 1.290 0.578 -2.989 0.740 0.142 1.919
H 1.968 -0.646 -2.106 0.578 -0.663 0.207
H -1.955 -2.507 3.825 0.673 -1.109 -1.690
H -1.306 -3.884 3.703 -0.353 1.104 -1.310
O -1.570 -3.117 3.110 -0.281 0.083 2.964
```
Forces are in eV/Å.



Record 5
Density functional theory data (the ωB97M-V functional and the def2-TZVPD basis) for a 2-piece molecular cluster, C4H15N2O overall at a distorted geometry.

## Properties
- ΔE to the lowest compared entry with this formula, charge and spin: 34.8 kcal per mole
- Charge: +1
- Spin multiplicity: 1
- HOMO-LUMO gap: 10.51 eV
- Maximum force: 3.292 eV/Å

XYZ file:
```
22
Properties=species:S:1:pos:R:3:forces:R:3
C -0.284 1.839 -1.140 0.436 2.393 -0.482
C -0.422 0.691 -0.197 -1.570 -1.027 -0.018
C -1.959 0.403 -0.055 0.799 -1.226 1.363
C -2.409 -0.791 0.892 2.438 0.399 -1.047
N -1.463 -2.064 0.944 -1.522 2.901 -0.320
N 0.289 -0.545 -0.750 -0.338 -0.580 0.610
H -0.707 2.771 -0.742 -0.336 -0.485 0.506
H 0.700 2.240 -1.364 0.652 -0.705 0.077
H -0.796 1.792 -2.108 -0.035 -0.842 0.227
H 0.030 0.774 0.795 -0.148 0.625 -0.180
H -2.386 1.262 0.457 0.053 0.351 -0.269
H -2.483 0.303 -0.994 0.324 0.079 -0.588
H -3.365 -1.040 0.475 -0.667 -0.396 0.633
H -2.393 -0.339 1.884 -0.641 -0.488 0.043
H -2.112 -2.810 0.733 0.373 -0.506 0.359
H -0.128 -1.414 -0.328 -0.572 0.298 0.092
H -1.271 -2.015 1.939 0.297 -1.101 -0.127
H 0.176 -0.572 -1.758 0.438 -0.145 -0.173
H 1.260 -0.609 -0.430 0.009 0.457 -0.689
H 5.930 -0.106 0.216 -0.434 -0.050 0.290
H 7.320 0.153 0.536 0.214 0.106 0.616
O 6.470 0.077 0.994 0.229 -0.058 -0.924
```
Forces are in eV/Å.



Record 6
Density functional theory data (the ωB97M-V functional and the def2-TZVPD basis) for a 2-piece molecular cluster, C4H15N2O overall at a distorted geometry.

## Properties
- ΔE to the lowest compared entry with this formula, charge and spin: 69.7 kcal per mole
- Charge: +1
- Spin multiplicity: 1
- HOMO-LUMO gap: 10.54 eV
- Maximum force: 4.136 eV/Å

XYZ file:
```
22
Properties=species:S:1:pos:R:3:forces:R:3
C -0.101 -0.354 1.506 -1.425 -1.192 -0.306
N -0.350 -1.820 1.741 3.014 1.517 1.871
C 0.351 -0.456 -0.005 2.249 2.100 2.763
N 1.751 -1.225 0.000 -1.542 1.332 1.442
C 1.469 0.622 -1.982 0.189 2.039 0.939
C 0.610 0.830 -0.699 1.503 2.975 0.453
H 0.372 0.310 2.340 0.773 -1.924 -1.671
H -1.040 0.183 1.612 -0.589 0.082 -1.022
H -0.352 -2.123 2.695 -0.196 0.028 0.363
H -1.098 -2.192 1.251 -1.823 -0.429 -0.948
H -0.286 -0.993 -0.600 -1.802 -1.811 -0.911
H 2.233 -0.443 0.498 0.903 -0.906 -1.318
H 1.715 -1.968 0.725 -0.427 -0.167 -0.867
H 2.017 -1.489 -0.984 0.278 0.369 1.855
H 1.809 -0.371 -2.189 1.269 -0.376 0.556
H 2.197 1.475 -2.016 -0.108 -1.452 -0.298
H 0.927 0.647 -2.875 -1.573 1.018 -1.292
H 1.043 1.699 0.024 -0.030 -2.405 -1.310
H -0.268 1.427 -0.927 -0.722 -0.790 -0.306
H -4.704 1.976 -0.679 -1.064 0.111 -1.593
H -4.100 2.539 0.503 0.311 1.405 1.151
O -4.194 1.725 0.059 0.813 -1.524 0.448
```
Forces are in eV/Å.